Entry 1:
ORCA calculation (wB97M-V/def2-TZVPD) on a 5-piece molecular cluster, C45H71F3IN7O6 overall at a distorted geometry.

CARTESIAN COORDINATES (ANGSTROEM)
C  3.8008  -2.1022  -0.1140
C  3.3774  -0.9168  -0.9792
C  2.5676  -1.3313  -2.1942
C  1.9757  -0.1372  -2.9710
C  0.7100  -0.5506  -3.7181
C  -0.0110  0.6288  -4.3825
C  -1.5324  0.4600  -4.5032
C  -2.2001  0.1980  -3.1543
C  -3.6911  0.5865  -3.1429
C  -4.5724  -0.2818  -2.2320
C  -4.7829  0.3540  -0.8418
C  -3.4453  0.4684  -0.1451
C  -2.7501  -0.7350  0.1282
C  -1.5218  -0.7585  0.7284
C  -0.7654  -2.0318  0.9807
C  -1.6237  -3.2126  1.4636
C  -2.4004  -3.9107  0.3997
F  -3.6912  -4.2111  0.7063
C  -1.9198  -4.2891  -0.8146
F  -1.5058  -3.4198  -1.7288
F  -1.7860  -5.5291  -1.2569
C  -0.9342  0.4744  1.1036
N  0.2845  0.4638  1.7190
C  0.7999  1.6084  2.0033
O  2.0401  1.6079  2.5860
C  0.1510  2.8474  1.7061
C  0.8474  4.1435  2.0035
C  2.0286  4.3088  1.0048
C  1.7914  5.4703  0.0180
C  0.9778  4.9982  -1.1965
N  1.4653  5.5293  -2.4542
C  1.7337  6.8507  -2.6896
C  2.1533  6.9861  -3.9898
C  2.1517  5.6947  -4.5705
C  1.7257  4.8274  -3.5981
N  -1.0313  2.8906  1.1627
C  -1.5937  1.6833  0.8480
C  -2.8635  1.6626  0.2149
C  -3.5261  2.9802  -0.0733
C  -4.6008  3.3661  0.9173
O  -5.5752  3.9622  0.6289
I  -4.3091  2.8161  2.9916
H  2.9992  -2.8312  0.0076
H  4.6748  -2.6031  -0.5244
H  4.0864  -1.7814  0.8851
H  4.2937  -0.4466  -1.3391
H  2.8522  -0.2035  -0.3497
H  3.2223  -1.9127  -2.8446
H  1.7342  -1.9787  -1.9132
H  2.7455  0.1824  -3.6713
H  1.7530  0.6380  -2.2357
H  1.0264  -1.2444  -4.4988
H  0.0814  -1.0942  -3.0169
H  0.4142  0.7451  -5.3793
H  0.2085  1.5474  -3.8337
H  -1.7062  -0.3586  -5.2026
H  -1.9144  1.3817  -4.9428
H  -1.6712  0.7926  -2.4081
H  -2.0973  -0.8594  -2.9277
H  -3.7637  1.6388  -2.8698
H  -4.0614  0.5089  -4.1648
H  -5.5433  -0.4109  -2.7098
H  -4.1470  -1.2737  -2.1079
H  -5.2163  1.3408  -0.9492
H  -5.4234  -0.2974  -0.2502
H  -3.2301  -1.6453  -0.1944
H  0.0344  -1.8906  1.6976
H  -0.2611  -2.3505  0.0676
H  -0.9216  -3.9594  1.8407
H  -2.2597  -2.9564  2.3071
H  1.9170  2.0274  3.4465
H  1.2462  4.0784  3.0140
H  0.1411  4.9563  1.8941
H  2.0896  3.4094  0.3945
H  2.9808  4.3998  1.5166
H  2.7575  5.8316  -0.3214
H  1.2388  6.2360  0.5539
H  -0.0520  5.3434  -1.0851
H  0.9385  3.9153  -1.2706
H  1.6222  7.5995  -1.9270
H  2.4281  7.9085  -4.4670
H  2.4278  5.4442  -5.5765
H  1.6120  3.7595  -3.6550
H  -4.0162  2.9839  -1.0409
H  -2.8035  3.7926  -0.0847
C  -0.6922  7.2698  -7.0450
O  -0.1801  6.1699  -7.0232
N  -1.4649  7.7604  -6.0559
C  -2.0583  9.0789  -6.1162
C  -1.6984  6.9230  -4.8899
H  -0.5596  7.9727  -7.8860
H  -1.7066  9.6899  -5.2820
H  -3.1469  9.0068  -6.0645
H  -1.7833  9.5672  -7.0488
H  -0.7477  6.6746  -4.4136
H  -2.1820  5.9923  -5.1892
H  -2.3338  7.4535  -4.1847
C  3.3041  -1.9171  5.8168
O  4.1207  -2.1043  4.9306
N  2.1270  -1.2889  5.6367
C  1.1840  -1.1030  6.7199
C  1.8036  -0.7936  4.3071
H  3.4599  -2.2624  6.8505
H  0.2410  -1.5980  6.4756
H  0.9923  -0.0392  6.8835
H  1.5806  -1.5392  7.6338
H  1.7975  -1.6239  3.5997
H  2.5589  -0.0879  3.9853
H  0.8254  -0.3192  4.3144
C  1.2583  -5.0266  7.5279
O  1.9813  -4.2004  8.0606
N  1.6567  -5.8826  6.5774
C  0.7565  -6.8463  5.9636
C  3.0451  -5.8402  6.1439
H  0.1913  -5.1313  7.7884
H  1.1219  -7.8590  6.1351
H  0.6988  -6.6731  4.8942
H  -0.2396  -6.7534  6.3910
H  3.7067  -6.0359  6.9881
H  3.2883  -4.8543  5.7461
H  3.2048  -6.5909  5.3744
C  -0.1646  -7.8741  2.4477
O  -0.0702  -8.4060  3.5387
N  0.2404  -8.4232  1.2909
C  0.1027  -7.7376  0.0210
C  0.8354  -9.7495  1.3235
H  -0.6021  -6.8679  2.3189
H  -0.5235  -8.3209  -0.6565
H  1.0828  -7.5961  -0.4385
H  -0.3580  -6.7643  0.1721
H  0.1279  -10.4670  1.7391
H  1.7238  -9.7459  1.9552
H  1.1077  -10.0493  0.3151

Cartesian forces, eV/Å:
C 0.11 0.05 0.19
C 0.40 -0.53 0.09
C -0.22 0.40 -0.10
C 0.22 -0.97 0.29
C 0.50 0.43 -0.19
C -0.07 -0.34 0.05
C 0.75 0.19 0.08
C -0.26 0.34 -0.46
C 0.37 -0.57 -0.16
C -0.36 0.78 0.08
C 0.89 -0.40 -0.28
C 0.21 0.02 0.39
C -0.02 0.36 -0.01
C -0.05 -0.20 0.02
C -0.12 -0.46 0.03
C 0.15 0.50 -0.28
C -0.29 0.75 -0.70
F 0.47 -1.66 0.70
C -0.25 0.34 0.55
F 1.42 -0.21 0.34
F -1.37 0.01 -0.73
C 0.25 -0.01 0.08
N -0.03 0.12 -0.17
C -0.04 -0.43 -0.18
O -0.44 0.40 -0.05
C -0.32 0.81 0.24
C 0.71 -0.86 -0.39
C -0.41 0.26 -0.27
C 0.15 -0.98 0.24
C -0.46 0.62 -0.08
N 0.29 0.13 -0.07
C -0.03 0.09 -0.18
C -0.03 -0.05 0.07
C -0.04 0.12 0.25
C 0.09 -0.19 -0.24
N 0.28 -0.70 0.00
C -0.35 -0.01 -0.31
C -0.13 0.29 -0.29
C 0.00 -0.30 0.17
C -0.03 0.19 -0.20
O -0.35 0.17 -0.01
I 0.12 -0.09 0.09
H -0.07 -0.05 -0.07
H -0.04 -0.20 -0.17
H 0.02 0.09 0.12
H -0.02 0.37 0.08
H -0.26 0.21 -0.08
H -0.09 -0.18 -0.13
H 0.03 -0.16 0.24
H -0.08 0.57 -0.03
H -0.01 0.30 -0.17
H -0.23 -0.29 0.01
H -0.24 -0.01 0.02
H 0.00 0.25 -0.08
H -0.04 0.08 0.10
H -0.36 -0.03 -0.05
H -0.22 -0.01 -0.12
H 0.11 -0.21 0.28
H 0.05 -0.09 0.32
H -0.18 0.12 0.00
H -0.07 -0.01 -0.10
H -0.13 -0.06 0.08
H 0.09 -0.16 -0.11
H -0.42 -0.03 0.02
H -0.24 0.16 0.13
H 0.06 -0.24 0.09
H 0.00 0.29 0.13
H 0.12 0.11 -0.16
H 0.03 -0.07 0.12
H -0.25 0.29 -0.13
H 0.44 0.12 0.07
H -0.12 0.40 0.19
H -0.14 0.10 0.25
H 0.28 -0.22 0.11
H 0.03 0.16 0.15
H 0.00 0.27 -0.06
H 0.24 0.46 -0.13
H -0.16 -0.17 0.07
H 0.16 -0.11 -0.07
H -0.08 0.01 0.15
H 0.05 0.11 -0.04
H -0.04 -0.09 -0.12
H -0.11 -0.10 0.16
H -0.09 0.02 -0.12
H 0.14 0.04 0.19
C 0.07 0.00 0.03
O 0.03 -0.10 -0.12
N -0.09 0.13 0.02
C 0.01 -0.18 0.14
C 0.15 -0.06 -0.08
H -0.03 0.01 0.01
H -0.03 0.07 -0.03
H -0.01 0.08 -0.02
H 0.02 -0.01 -0.02
H -0.02 -0.02 0.03
H -0.01 -0.01 0.05
H -0.01 0.04 -0.02
C 0.13 -0.09 0.08
O -0.05 -0.01 -0.04
N -0.15 0.08 0.10
C 0.02 0.00 -0.19
C 0.19 -0.39 0.38
H -0.03 0.00 0.00
H -0.05 0.03 0.12
H -0.04 -0.01 0.03
H -0.01 -0.07 -0.02
H -0.03 0.08 -0.13
H 0.06 -0.04 -0.11
H -0.02 -0.01 0.06
C 0.00 0.05 0.00
O -0.01 0.11 0.02
N -0.10 -0.12 -0.03
C 0.31 0.23 0.16
C -0.06 0.13 0.11
H 0.01 -0.02 0.01
H -0.09 -0.05 -0.09
H -0.06 -0.09 -0.04
H 0.00 0.02 0.02
H 0.04 0.00 -0.03
H 0.06 -0.03 -0.03
H -0.04 -0.02 -0.01
C -0.05 0.02 0.06
O -0.02 -0.09 -0.13
N 0.01 0.03 -0.14
C 0.10 -0.17 0.10
C -0.06 0.07 0.14
H 0.00 0.00 -0.02
H -0.02 0.07 -0.05
H -0.02 0.04 -0.06
H 0.01 -0.05 0.04
H 0.03 -0.04 -0.01
H 0.01 -0.05 -0.01
H -0.01 0.03 -0.03

The calculation puts the highest occupied orbital energy at -0.29984 hartree. The SMILES is CCCCCCCCCCCc1cc(CCC(F)=C(F)F)c2nc(O)c(CCCCn3cccc3)nc2c1CC(=O)I.CN(C)C=O.CN(C)C=O.CN(C)C=O.CN(C)C=O. Its energy above the lowest of the compared OMol25 structures with the same formula, charge and spin is 0.0 kJ/mol. Its total charge is 0. The calculation puts the total energy at -3189.24068 Ha.

Mulliken population analysis, charges in e, atoms 1 to 99:
1. C -1.48
2. C 0.20
3. C -0.63
4. C -0.24
5. C 0.35
6. C -0.57
7. C -1.31
8. C 0.77
9. C -0.92
10. C -1.03
11. C -1.40
12. C 0.22
13. C -0.09
14. C 1.21
15. C 0.18
16. C -0.47
17. C 0.60
18. F -0.40
19. C 0.03
20. F -0.05
21. F -0.29
22. C -0.07
23. N -0.06
24. C -0.20
25. O -0.53
26. C 0.46
27. C -1.42
28. C -0.54
29. C -1.02
30. C -0.24
31. N 0.46
32. C -0.42
33. C -0.84
34. C -0.54
35. C -0.48
36. N -0.12
37. C -0.93
38. C 1.18
39. C -1.19
40. C 0.38
41. O -0.46
42. I -0.07
43. H 0.28
44. H 0.40
45. H 0.41
46. H 0.36
47. H -0.13
48. H 0.36
49. H 0.18
50. H 0.32
51. H -0.10
52. H 0.35
53. H -0.46
54. H 0.62
55. H -0.04
56. H 0.31
57. H 0.49
58. H 0.06
59. H -0.07
60. H 0.22
61. H 0.50
62. H 0.52
63. H 0.48
64. H 0.46
65. H 0.44
66. H 0.45
67. H -0.24
68. H -0.44
69. H 0.27
70. H 0.36
71. H 0.44
72. H 0.42
73. H 0.53
74. H 0.27
75. H 0.59
76. H 0.51
77. H 0.40
78. H 0.15
79. H 0.15
80. H 0.44
81. H 0.47
82. H 0.45
83. H 0.34
84. H 0.12
85. H 0.36
86. C 0.08
87. O -0.55
88. N 0.20
89. C -0.93
90. C -0.62
91. H 0.27
92. H 0.33
93. H 0.33
94. H 0.30
95. H -0.02
96. H 0.29
97. H 0.37
98. C -0.08
99. O -0.60

***

Entry 2:
ORCA calculation (wB97M-V/def2-TZVPD) on a 3-piece molecular cluster, C45H72N2O3 overall at a distorted geometry.

CARTESIAN COORDINATES (ANGSTROEM)
C  3.6750  -4.1063  0.6183
C  4.4025  -3.6921  -0.7395
C  4.1105  -4.8609  -1.7970
C  3.4370  -4.3403  -3.1317
C  2.1019  -3.5135  -2.8794
C  0.8223  -4.4330  -3.1262
C  -0.0387  -3.7669  -4.3125
C  -1.5468  -4.2345  -4.1427
C  -2.4766  -3.1002  -3.5053
C  -2.7594  -1.9813  -4.5816
C  -3.4332  -0.6682  -3.9961
C  -4.9544  -0.8140  -3.5892
C  -5.2374  -1.5236  -2.2030
C  -4.3400  -1.0435  -0.9968
C  -4.7667  0.3243  -0.3385
C  -4.3587  0.4275  1.2130
C  -2.8787  0.9638  1.3559
C  -2.5405  2.1991  2.1079
C  -1.1553  2.7380  2.2147
C  -0.0702  2.0070  1.5400
C  -0.4135  0.7648  0.8296
C  -1.7763  0.2151  0.7181
C  0.7719  0.0105  0.1161
O  0.8719  -1.1973  0.0968
C  1.7979  0.9706  -0.5961
C  2.3587  0.6581  -1.9109
C  3.3081  1.6350  -2.5134
N  3.8177  1.2976  -3.8625
C  4.2012  0.1110  -3.8447
O  4.3895  -1.0292  -3.9289
C  3.6850  2.8731  -1.8093
C  4.6866  3.8868  -2.5014
N  5.8822  3.1347  -2.9712
C  6.1444  3.3681  -4.4114
C  3.1023  3.1809  -0.4678
C  2.1528  2.2326  0.1310
C  1.4376  2.4675  1.5182
O  2.0076  2.9298  2.4794
H  3.6527  -5.2241  0.7795
H  2.6161  -3.7279  0.6054
H  4.2151  -3.6312  1.4903
H  3.9273  -2.7140  -1.0512
H  5.5051  -3.5193  -0.6250
H  3.4005  -5.6278  -1.3558
H  5.0870  -5.3695  -2.0213
H  3.1606  -5.2064  -3.7989
H  4.2216  -3.7294  -3.6793
H  2.0149  -3.0827  -1.8453
H  2.1370  -2.6387  -3.6006
H  1.0618  -5.4958  -3.3998
H  0.1725  -4.3541  -2.2001
H  0.3881  -4.1606  -5.2883
H  0.1105  -2.6544  -4.3284
H  -1.9430  -4.6055  -5.1329
H  -1.5357  -5.1060  -3.4189
H  -3.4583  -3.6181  -3.2910
H  -1.9801  -2.6767  -2.5909
H  -3.2906  -2.3773  -5.5023
H  -1.7416  -1.6452  -4.9652
H  -3.4121  0.0812  -4.8515
H  -2.7710  -0.2310  -3.1972
H  -5.4359  0.1981  -3.6684
H  -5.4458  -1.4625  -4.3831
H  -6.3286  -1.3167  -1.9595
H  -5.1249  -2.6365  -2.2963
H  -4.4543  -1.8346  -0.1864
H  -3.2677  -1.0962  -1.3220
H  -5.8773  0.5015  -0.4021
H  -4.1831  1.1434  -0.8631
H  -5.0179  1.2402  1.6511
H  -4.5348  -0.5266  1.7771
H  -3.3301  2.8005  2.6393
H  -0.9307  3.6724  2.7885
H  -1.8768  -0.7416  0.1507
H  2.0266  -0.2858  -2.4177
H  4.1095  4.3437  -3.3626
H  4.9551  4.7305  -1.8057
H  6.6967  3.4084  -2.4084
H  6.9615  2.6927  -4.7864
H  6.4435  4.4419  -4.6330
H  5.1948  3.1831  -4.9890
H  3.3547  4.1174  0.0855
C  -4.8028  -4.3135  1.7185
C  -5.9273  -3.8300  2.6259
C  -5.4269  -3.1584  3.9052
C  -4.6110  -4.0556  4.8390
C  -5.3226  -5.3237  5.3118
C  -6.5755  -5.0438  6.1330
H  -4.1963  -5.0824  2.2012
H  -5.2168  -4.7448  0.8038
H  -4.1484  -3.4849  1.4348
H  -6.5910  -4.6656  2.8662
H  -6.5345  -3.1067  2.0711
H  -6.2871  -2.7535  4.4483
H  -4.8107  -2.2933  3.6341
H  -4.3198  -3.4659  5.7152
H  -3.6765  -4.3407  4.3458
H  -4.6258  -5.9007  5.9274
H  -5.5773  -5.9600  4.4588
H  -6.3381  -4.4399  7.0123
H  -7.0180  -5.9811  6.4776
H  -7.3327  -4.5175  5.5478
C  2.2504  5.7490  4.1529
C  3.1674  5.9571  2.9550
C  4.5749  6.4133  3.3404
C  4.6525  7.7657  4.0534
C  4.0533  8.9440  3.2848
C  4.7583  9.2254  1.9634
H  2.0858  6.6791  4.7020
H  1.2758  5.3842  3.8211
H  2.6697  5.0111  4.8410
H  2.7102  6.6697  2.2608
H  3.2478  5.0107  2.4131
H  5.1943  6.4412  2.4376
H  5.0274  5.6555  3.9896
H  5.7052  7.9820  4.2676
H  4.1574  7.6935  5.0266
H  4.1240  9.8373  3.9130
H  2.9867  8.7798  3.1041
H  5.8198  9.4296  2.1239
H  4.3167  10.0992  1.4787
H  4.6699  8.3849  1.2716

Cartesian forces, eV/Å:
C 0.69 0.52 0.19
C -1.19 -0.83 0.17
C -0.31 0.46 -0.32
C 0.55 0.31 0.38
C 0.47 -0.78 -0.47
C -0.48 2.30 -0.39
C 0.17 -1.50 0.22
C 0.33 0.44 0.36
C -0.29 -0.95 -1.78
C 1.05 0.70 0.51
C -0.24 -0.08 -1.26
C 0.41 -0.62 -0.22
C -0.35 0.67 0.08
C -0.87 -0.92 0.44
C 1.12 -0.06 0.31
C 0.36 1.60 -0.53
C 1.68 0.02 0.24
C 1.72 -0.53 -0.71
C -0.43 -2.38 -1.33
C -1.76 -0.59 -0.15
C -0.52 0.39 0.12
C 1.25 2.41 1.47
C -0.18 1.04 -0.14
O -0.19 0.97 -0.24
C 0.83 1.32 -0.21
C 0.41 2.33 1.84
C -1.36 0.02 1.94
N 0.47 -1.02 1.90
C -1.31 0.88 -0.78
O 0.62 0.34 0.04
C -1.01 -0.48 0.92
C -0.90 -0.76 0.26
N -0.11 0.94 -0.36
C 0.08 0.53 -0.39
C -0.82 -2.55 -1.27
C 0.31 -0.74 -1.68
C -0.42 -0.51 -0.91
O -0.58 -0.11 -0.78
H 0.15 1.22 -0.21
H 0.98 -0.41 0.03
H -0.75 -0.51 -0.76
H 0.70 -1.05 0.10
H -1.04 -0.27 0.03
H 0.91 0.86 -0.29
H -0.99 0.28 0.08
H 0.47 0.79 0.63
H -1.06 -0.54 0.55
H 0.38 -0.40 -0.92
H -0.34 -1.00 0.77
H -0.20 1.02 0.52
H 0.75 -0.53 -0.99
H -0.52 0.56 1.00
H -0.39 -0.99 0.19
H 0.11 0.51 1.09
H -0.10 0.81 -0.95
H 1.06 0.71 0.32
H -0.62 -0.40 -0.73
H 0.29 0.34 1.26
H -1.12 -0.37 0.34
H 0.01 -0.73 1.02
H -0.77 -0.48 -0.59
H 0.37 -0.91 0.38
H 0.50 0.84 0.78
H 1.21 -0.38 -0.13
H -0.07 1.06 -0.03
H 0.18 0.80 -0.92
H -0.99 0.35 0.41
H 1.14 -0.27 -0.21
H -1.08 -0.63 0.50
H 0.67 -1.07 -0.27
H 0.27 0.80 -0.58
H 0.74 -0.92 -0.77
H -0.34 -1.05 -0.62
H -0.15 1.04 0.75
H 0.55 1.07 0.42
H 0.84 -0.46 0.77
H -0.37 -0.89 -0.51
H -0.52 -0.17 -0.44
H -0.86 0.58 0.40
H -0.21 -1.05 0.19
H 1.09 -0.06 0.61
H -0.13 -0.94 -0.66
C -0.12 -0.11 -0.06
C 0.09 0.14 -0.03
C -0.13 0.02 0.07
C 0.09 -0.04 -0.07
C 0.03 0.09 0.09
C -0.05 -0.14 -0.05
H 0.02 0.05 -0.03
H 0.10 0.01 0.00
H 0.04 -0.06 0.04
H 0.00 0.03 0.03
H -0.03 -0.04 0.05
H 0.04 -0.01 0.00
H -0.01 -0.03 -0.01
H -0.01 -0.03 -0.02
H -0.02 0.03 0.00
H 0.00 -0.01 -0.07
H 0.03 0.03 0.00
H -0.03 0.02 -0.04
H -0.03 0.08 0.03
H 0.01 0.01 0.05
C -0.13 0.06 -0.08
C 0.11 -0.07 0.01
C 0.03 0.05 -0.10
C -0.06 -0.02 0.07
C 0.13 0.00 0.04
C -0.14 0.07 -0.04
H 0.02 -0.03 0.01
H 0.04 -0.03 0.09
H -0.03 0.03 -0.02
H 0.04 0.05 0.01
H 0.00 0.06 0.05
H 0.01 0.02 0.04
H -0.04 0.01 -0.03
H -0.04 0.02 -0.01
H 0.02 -0.02 -0.02
H -0.05 -0.04 0.00
H 0.02 -0.02 0.03
H -0.02 -0.04 -0.03
H 0.07 -0.04 -0.03
H 0.04 0.02 0.01

The calculation puts the highest occupied orbital energy at -0.32903 hartree. The SMILES is CCCCCCCCCCCCCCCCc1ccc2c(c1)C(=O)c1cc(N=C=O)c(CNC)cc1C2=O.CCCCCC.CCCCCC. Its total charge is 0. The calculation puts the total energy at -2092.92968 Ha.

Mulliken population analysis, charges in e, atoms 1 to 99:
1. C -1.12
2. C 0.06
3. C -0.80
4. C -0.92
5. C 0.75
6. C -0.83
7. C -0.47
8. C -1.05
9. C 0.47
10. C -0.58
11. C -0.59
12. C -0.83
13. C -0.68
14. C 1.38
15. C -0.78
16. C -0.09
17. C 0.68
18. C -0.93
19. C -0.80
20. C 0.30
21. C 0.15
22. C -0.02
23. C -0.10
24. O -0.51
25. C 0.41
26. C -0.55
27. C 0.10
28. N -0.43
29. C 0.61
30. O -0.43
31. C 0.80
32. C -0.80
33. N -0.28
34. C -0.91
35. C -0.99
36. C 0.61
37. C -0.05
38. O -0.50
39. H 0.36
40. H 0.19
41. H 0.32
42. H -0.11
43. H 0.45
44. H 0.30
45. H 0.35
46. H 0.45
47. H 0.20
48. H -0.29
49. H 0.04
50. H 0.31
51. H 0.27
52. H 0.22
53. H 0.31
54. H 0.44
55. H 0.42
56. H 0.18
57. H -0.26
58. H 0.24
59. H 0.26
60. H 0.37
61. H 0.19
62. H 0.37
63. H 0.33
64. H 0.49
65. H 0.17
66. H -0.69
67. H -0.54
68. H 0.37
69. H 0.33
70. H 0.38
71. H -0.31
72. H 0.30
73. H 0.33
74. H 0.50
75. H 0.36
76. H 0.31
77. H 0.31
78. H 0.28
79. H 0.27
80. H 0.34
81. H 0.32
82. H 0.33
83. C -1.05
84. C -0.46
85. C -0.22
86. C -0.87
87. C -0.42
88. C -1.18
89. H 0.37
90. H 0.36
91. H 0.08
92. H 0.38
93. H 0.36
94. H 0.37
95. H -0.03
96. H 0.42
97. H 0.31
98. H 0.38
99. H 0.23

***

total charge of number 1 (C45H71F3IN7O6)? 0

***

Which value of total charge does entry 2 give? 0

***

Which value of highest occupied orbital energy does entry 1 give? -0.29984 hartree